Entry 1:
The following is a quantum chemistry calculation of the molecule C3H7NO2 at a distorted geometry, from OMol25.

Computed properties:
frontier orbital gap	10.73	eV
SMILES string	NC(=O)CCO
electronic energy	-323.75052	hartree
spin multiplicity	1
LUMO	0.028	hartree

Each line ends with the natural charge from an NBO analysis.
Atoms and positions in Å:
C: 0.646 0.375 0.157  -0.525
C: -0.176 -0.545 1.057  -0.052
O: 0.779 -1.257 1.852  -0.737
C: -0.244 1.118 -0.823  0.677
N: -0.502 0.364 -1.952  -0.839
O: -0.725 2.216 -0.679  -0.594
H: 1.367 -0.271 -0.370  0.218
H: 1.299 1.056 0.705  0.247
H: -0.796 0.012 1.769  0.175
H: -0.835 -1.282 0.560  0.166
H: 0.360 -1.893 2.443  0.473
H: -1.018 0.690 -2.757  0.406
H: -0.155 -0.583 -1.962  0.384

---

Entry 2:
The following is a quantum chemistry calculation of a structure of composition C51H40Cl3N5O3P2Ti at a distorted geometry, from OMol25.

Computed properties:
frontier orbital gap	6.86	eV
electronic energy	-5379.44901	hartree
net charge	+2
spin multiplicity	1
LUMO	-0.236	hartree

Each line ends with the Löwdin charge.
Atoms and positions in Å:
Ti: 1.007 -0.609 -0.295  1.008
Cl: -3.217 -6.089 -2.185  0.739
C: -2.004 -5.016 -1.610  -0.657
C: -1.342 -5.296 -0.408  -0.047
C: -0.386 -4.436 0.076  0.017
C: -0.075 -3.245 -0.594  -0.331
O: 0.837 -2.429 -0.104  -0.242
C: -0.729 -2.984 -1.829  -0.141
C: -0.200 -1.965 -2.666  0.009
N: 0.643 -1.071 -2.240  -0.020
C: 1.661 -0.641 -3.130  -0.205
C: 1.536 -0.264 -4.437  0.011
C: 2.690 -0.076 -5.225  -0.021
C: 3.935 -0.334 -4.725  0.003
C: 4.093 -0.741 -3.381  -0.164
C: 5.332 -1.055 -2.784  0.009
C: 5.371 -1.410 -1.463  -0.017
C: 4.182 -1.430 -0.720  -0.073
N: 3.005 -1.155 -1.240  0.062
C: 2.947 -0.833 -2.565  -0.161
C: -1.682 -3.891 -2.323  -0.042
H: -1.579 -6.205 0.128  0.125
H: 0.141 -4.663 0.994  0.129
H: -0.355 -2.067 -3.740  0.162
H: 0.555 -0.112 -4.870  0.119
H: 2.574 0.246 -6.251  0.123
H: 4.813 -0.225 -5.348  0.130
H: 6.238 -1.009 -3.375  0.137
H: 6.302 -1.666 -0.979  0.123
H: 4.205 -1.702 0.327  0.103
H: -2.173 -3.691 -3.268  0.132
N: -1.935 0.558 0.353  -0.346
P: -1.430 -0.914 1.004  1.010
C: -2.897 -1.963 0.643  -0.307
C: -3.428 -2.850 1.582  -0.070
C: -4.590 -3.551 1.301  -0.051
C: -5.244 -3.371 0.091  -0.055
C: -4.720 -2.500 -0.851  -0.059
C: -3.544 -1.818 -0.583  -0.116
C: -1.582 -0.915 2.822  -0.390
C: -2.431 -0.060 3.512  -0.095
C: -2.482 -0.103 4.897  -0.050
C: -1.704 -1.014 5.600  -0.049
C: -0.900 -1.912 4.914  -0.052
C: -0.841 -1.864 3.529  -0.132
P: -0.811 1.210 -0.775  1.022
C: -1.727 1.262 -2.359  -0.339
C: -3.080 0.927 -2.421  -0.120
C: -3.796 1.096 -3.597  -0.053
C: -3.171 1.605 -4.726  -0.052
C: -1.826 1.939 -4.673  -0.055
C: -1.104 1.771 -3.501  -0.088
C: -0.872 2.998 -0.340  -0.292
C: 0.156 3.651 0.332  -0.128
C: 0.049 4.994 0.658  -0.072
C: -1.094 5.701 0.325  -0.051
C: -2.134 5.057 -0.329  -0.051
C: -2.025 3.718 -0.663  -0.070
H: -2.867 0.928 0.496  0.085
H: -2.953 -2.980 2.545  0.102
H: -4.999 -4.225 2.042  0.117
H: -6.163 -3.904 -0.115  0.118
H: -5.222 -2.360 -1.801  0.117
H: -3.137 -1.144 -1.323  0.061
H: -3.061 0.635 2.971  0.109
H: -3.135 0.574 5.430  0.117
H: -1.740 -1.038 6.681  0.117
H: -0.329 -2.654 5.456  0.116
H: -0.257 -2.610 2.994  0.104
H: -3.600 0.556 -1.548  0.077
H: -4.848 0.843 -3.620  0.116
H: -3.736 1.756 -5.636  0.117
H: -1.338 2.350 -5.548  0.117
H: -0.067 2.069 -3.462  0.094
H: 1.045 3.111 0.623  0.081
H: 0.864 5.486 1.173  0.115
H: -1.172 6.753 0.567  0.117
H: -3.030 5.603 -0.594  0.116
H: -2.842 3.242 -1.189  0.103
N: 1.890 -1.027 1.736  0.052
C: 2.588 -0.049 2.533  -0.216
C: 3.911 -0.213 2.835  -0.012
C: 4.583 0.699 3.669  -0.049
C: 3.916 1.754 4.216  -0.014
C: 2.549 1.959 3.923  -0.137
C: 1.792 3.009 4.489  0.016
C: 0.475 3.128 4.157  -0.023
C: -0.070 2.229 3.226  -0.133
N: 0.589 1.238 2.676  0.130
C: 1.882 1.072 3.043  -0.172
H: 2.449 -1.871 1.678  0.109
H: 1.017 -1.262 2.201  0.040
H: 4.455 -1.070 2.452  0.110
H: 5.626 0.533 3.902  0.118
H: 4.417 2.436 4.891  0.126
H: 2.260 3.690 5.189  0.130
H: -0.146 3.906 4.578  0.118
H: -1.101 2.355 2.918  0.108
Cl: 4.683 2.155 -1.816  0.714
C: 3.344 2.827 -0.868  -0.970
Cl: 2.870 4.403 -1.488  0.698
C: 2.189 1.814 -0.975  -0.738
O: 1.439 1.842 -1.940  -0.031
O: 2.113 0.935 -0.031  -0.175
H: 3.703 2.930 0.151  0.073

---

Entry 3:
The following is a quantum chemistry calculation of a cluster of 5 separate species, C3H16NO5 in total at a distorted geometry, from OMol25.

Computed properties:
frontier orbital gap	8.30	eV
electronic energy	-554.86188	hartree
net charge	-1
spin multiplicity	1
LUMO	0.134	hartree

Each line ends with the natural charge from an NBO analysis.
Atoms and positions in Å:
C: -0.441 0.587 -1.851  -0.223
N: 0.743 -0.320 -1.809  -0.688
C: 1.403 -0.612 -0.531  0.114
O: 0.528 -0.729 0.499  -0.952
C: -1.762 -0.192 -1.743  -0.675
H: -0.256 1.159 -2.782  0.181
H: -0.553 1.244 -0.957  0.180
H: 0.472 -1.119 -2.366  0.343
H: 2.098 -1.480 -0.702  0.119
H: 2.061 0.211 -0.373  0.101
H: -2.279 -0.599 -2.553  0.189
H: -1.606 -0.958 -0.992  0.278
H: -2.596 0.328 -1.209  0.187
H: -0.650 2.675 1.649  0.495
H: -1.454 2.404 0.386  0.460
O: -1.419 3.009 1.164  -0.980
H: 2.398 -0.413 2.652  0.449
H: 1.426 -1.229 1.835  0.500
O: 1.854 -1.201 2.741  -1.003
H: 0.448 0.807 1.178  0.521
H: 1.380 2.034 1.741  0.455
O: 0.691 1.414 1.947  -1.008
H: -1.375 -2.142 1.219  0.460
H: -0.069 -2.281 0.437  0.505
O: -1.040 -2.596 0.421  -1.007

---

Entry 4:
The following is a quantum chemistry calculation of a structure of composition C31H39N2OSiSn at a distorted geometry, from OMol25.

Computed properties:
frontier orbital gap	4.87	eV
electronic energy	-1893.15130	hartree
net charge	-1
spin multiplicity	1
LUMO	0.071	hartree

Each line ends with the Löwdin charge.
Atoms and positions in Å:
C: -1.646 2.316 0.638  -0.149
C: -2.471 1.480 -0.135  -0.132
C: -2.718 0.286 0.580  -0.152
H: -2.939 1.754 -1.082  0.094
C: -2.078 0.383 1.846  -0.297
C: -1.388 1.652 1.890  -0.361
H: -2.213 -0.279 2.706  0.073
C: 0.946 1.576 -2.588  -0.174
C: -0.458 1.873 -2.669  -0.184
C: -1.149 0.630 -2.778  -0.146
H: -0.947 2.865 -2.649  0.072
C: -0.193 -0.416 -2.779  -0.301
C: 1.109 0.181 -2.640  -0.147
H: -3.397 -0.512 0.272  0.090
H: -1.058 2.163 2.800  0.077
H: -1.333 3.337 0.407  0.084
H: 2.064 -0.341 -2.538  0.090
H: -2.226 0.463 -2.886  0.081
H: 1.765 2.303 -2.544  0.063
Sn: 0.560 0.170 1.217  1.553
C: -0.503 -1.847 -2.423  -0.472
C: 0.467 -2.835 -3.060  -0.046
C: -1.946 -2.254 -2.781  -0.057
H: 0.547 -2.621 -4.136  0.093
H: 0.058 -3.849 -2.949  0.070
H: 1.458 -2.806 -2.596  0.081
H: -2.178 -2.057 -3.844  0.091
H: -2.701 -1.746 -2.158  0.071
H: -2.041 -3.340 -2.625  0.065
C: -0.347 -1.700 -0.854  -0.149
C: 0.192 -2.808 0.001  -0.481
H: -1.326 -1.399 -0.437  0.098
H: 0.433 -0.895 -0.737  0.008
O: 1.334 -2.724 0.494  0.011
N: -0.847 -3.697 0.360  0.038
C: -1.403 -3.339 1.693  -0.147
H: -0.525 -4.667 0.391  0.129
C: -2.892 -3.135 1.720  -0.225
C: -3.385 -2.647 2.934  -0.078
H: -2.688 -2.538 3.770  0.120
C: -4.713 -2.277 3.033  -0.091
H: -5.053 -1.843 3.956  0.097
C: -5.569 -2.462 1.956  -0.100
H: -6.604 -2.162 2.040  0.095
C: -5.091 -2.995 0.761  -0.088
H: -5.761 -3.134 -0.080  0.098
C: -3.738 -3.343 0.617  -0.035
H: -3.337 -3.756 -0.327  0.107
H: -0.952 -2.391 2.051  0.094
H: -1.134 -4.157 2.385  0.134
C: 1.014 4.084 2.354  -0.189
Si: 2.137 3.657 0.904  0.386
C: 1.395 4.390 -0.649  -0.182
C: 3.818 4.417 1.248  -0.192
N: 2.344 1.893 0.836  -0.180
C: 3.465 1.167 0.557  -0.440
C: 3.615 -0.127 1.141  -0.150
C: 4.417 -1.072 0.513  -0.117
C: 5.300 -0.709 -0.514  -0.134
C: 5.331 0.626 -0.939  -0.117
C: 4.469 1.574 -0.389  -0.047
H: 1.321 5.043 2.803  0.024
H: 1.066 3.336 3.153  0.019
H: -0.044 4.206 2.091  0.011
H: 1.207 5.461 -0.471  0.028
H: 2.102 4.316 -1.491  0.026
H: 0.453 3.917 -0.950  0.001
H: 4.331 3.816 2.011  0.035
H: 4.451 4.441 0.349  0.015
H: 3.732 5.450 1.622  0.024
H: 3.101 -0.358 2.079  0.056
H: 4.379 -2.104 0.857  0.095
H: 6.018 -1.426 -0.934  0.087
H: 6.053 0.921 -1.704  0.093
H: 4.538 2.620 -0.699  0.082

---

Entry 5:
The following is a quantum chemistry calculation of the molecule C3H3NO2 at a distorted geometry, from OMol25.

Computed properties:
frontier orbital gap	11.78	eV
SMILES string	COC(=O)C#N
electronic energy	-321.31851	hartree
spin multiplicity	1
LUMO	0.003	hartree

Each line ends with the natural charge from an NBO analysis.
Atoms and positions in Å:
C: -1.257 -0.290 0.205  -0.265
O: -0.531 0.782 -0.403  -0.468
C: 0.794 0.808 -0.478  0.721
O: 1.388 1.703 -1.008  -0.485
C: 1.576 -0.319 0.125  0.122
N: 2.397 -1.045 0.502  -0.233
H: -0.603 -1.048 0.647  0.199
H: -1.887 0.152 0.980  0.205
H: -1.878 -0.743 -0.570  0.204

---

Entry 6:
The following is a quantum chemistry calculation of the ion ClFN3 with charge +1 at a distorted geometry, from OMol25.

Computed properties:
frontier orbital gap	9.83	eV
SMILES string	N#[N+]N(F)Cl
electronic energy	-723.78723	hartree
net charge	+1
spin multiplicity	1
LUMO	-0.271	hartree

Each line ends with the natural charge from an NBO analysis.
Atoms and positions in Å:
N: 0.329 -1.235 -1.190  0.398
N: 0.143 -0.364 -0.551  0.180
N: -0.031 0.653 0.530  0.109
F: -0.741 0.104 1.506  -0.079
Cl: -0.426 2.232 0.044  0.392

---

Entry 7:
The following is a quantum chemistry calculation of the molecule C4H9NOS at a distorted geometry, from OMol25.

Computed properties:
frontier orbital gap (alpha / beta)	7.66 / 8.37	eV
electronic energy	-685.81502	hartree
spin multiplicity	1
LUMO (alpha / beta)	-0.037 / -0.009	hartree

Each line ends with the natural charge from an NBO analysis.
Atoms and positions in Å:
C: 0.384 0.846 -1.266  -0.313
C: -0.423 -0.594 0.743  -0.625
C: 0.659 0.423 0.173  -0.296
C: 2.153 -0.071 0.300  -0.585
N: -2.648 -1.280 -0.449  -1.026
O: -2.400 1.059 0.674  -0.939
S: -1.850 0.035 -0.175  1.686
H: 0.274 1.881 -1.501  0.201
H: 0.727 0.144 -1.910  0.168
H: -0.259 -1.675 0.322  0.253
H: -0.645 -0.363 1.847  0.263
H: 0.497 1.327 0.806  0.211
H: 2.214 -0.556 1.224  0.210
H: 2.709 0.763 0.176  0.213
H: 2.282 -0.846 -0.365  0.201
H: -3.675 -1.094 -0.597  0.377